1.
Here is a single C2H5N5O molecule at a distorted geometry from the Open Molecules 2025 dataset. Energies are from wB97M-V/def2-TZVPD.

total energy	-11648.344	eV
gap between HOMO and LUMO	0.33147	hartree
HOMO energy	-8.14	eV
SMILES	N/N=c1/ocnn1N

```
! RIJCOSX wB97M-V def2-TZVPD def2/J DEFGRID3
* xyz 0 1
N -2.329 -0.478 0.245
N -1.114 -1.244 -0.031
C 0.022 -0.777 -0.234
O 1.221 -1.574 -0.152
C 2.262 -0.649 0.157
N 1.887 0.566 0.177
N 0.513 0.511 -0.249
N -0.421 1.552 -0.126
H -2.198 0.265 -0.462
H -3.049 -1.083 -0.005
H 3.261 -1.011 0.190
H -0.436 1.502 0.949
H 0.380 2.421 -0.460
*
```

2.
Here is 3 unconnected molecules or ions with the total composition C2H5N5O at a distorted geometry from the Open Molecules 2025 dataset. Energies are from wB97M-V/def2-TZVPD.

total energy	-11648.628	eV
gap between HOMO and LUMO	0.35310	hartree
HOMO energy	-9.70	eV

```
! RIJCOSX wB97M-V def2-TZVPD def2/J DEFGRID3
* xyz 0 1
C -2.922 3.682 0.072
C 0.332 2.490 -0.697
N -1.802 4.089 0.050
N 1.254 -2.403 1.501
N 0.615 -1.539 0.909
N 0.270 1.362 -0.949
N 0.071 0.065 -1.339
O -4.025 3.317 0.017
H -1.056 4.030 -0.607
H 1.657 -3.026 0.727
H 0.219 -0.918 1.687
H -0.112 0.051 -2.328
H 0.124 -0.729 -0.633
*
```

Q: Number 1 is which compound?
A: C2H5N5O

Q: What is the gap between HOMO and LUMO in the second record?
A: 0.35310 hartree